Record 1
26
Properties=species:S:1:pos:R:3 method="wB97M-V/def2-TZVPD" total_charge=+1 e_tot_ev=-11982.961 molar_mass_g_mol=142.2 homo_lumo_gap_ev=8.9 e_homo_ev=-11.9 lumo_ev=-3.033 relative_energy_kcal_mol=10.07
C -0.537 1.355 -1.214
C -1.554 1.319 -2.349
C 0.504 0.277 -1.333
C 0.840 -0.420 -2.462
C 2.133 -1.007 -0.788
N 1.312 -0.110 -0.298
N 1.885 -1.227 -2.087
H -0.041 2.318 -1.234
H -1.048 1.251 -0.246
H -2.251 2.136 -2.191
H 0.560 -0.395 -3.501
H 2.914 -1.409 -0.159
H 2.434 -1.862 -2.643
H -2.113 0.388 -2.364
H -1.035 1.494 -3.290
C -1.037 -0.424 2.517
C -0.080 -1.573 2.221
N -0.192 0.838 2.504
H -1.738 -0.328 1.689
H -1.553 -0.482 3.465
H 0.388 -2.034 3.093
H 0.700 -1.113 1.632
H 0.396 0.806 1.657
H -0.751 1.689 2.445
H 0.433 0.849 3.309
H -0.568 -2.337 1.627


Record 2
29
Properties=species:S:1:pos:R:3 method="wB97M-V/def2-TZVPD" total_charge=+2 e_tot_ev=-17554.729 molar_mass_g_mol=188.2 homo_lumo_gap_ev="6.0 / 6.0" e_homo_ev="-13.7 / -13.7" lumo_ev="-7.693 / -7.693" relative_energy_kcal_mol=28.08
C 0.446 -1.407 1.718
C -0.645 0.947 -0.064
C -0.409 -0.315 2.170
C -1.364 0.221 1.067
C 1.382 -0.594 -0.601
C 0.126 0.184 -1.112
C -0.803 -0.773 -1.858
N 0.859 -2.444 2.175
N 0.616 1.260 -2.071
N -2.271 1.249 1.653
N 2.473 0.271 -0.420
O -0.793 2.174 -0.149
O 1.596 -1.740 -1.283
H -1.025 -0.672 3.003
H 0.237 0.489 2.533
H -1.942 -0.621 0.679
H -0.302 -1.172 -2.737
H -1.723 -0.277 -2.160
H -1.042 -1.628 -1.231
H 1.471 -3.129 1.758
H 0.386 1.062 -3.051
H 0.167 2.154 -1.774
H -3.260 1.108 1.418
H -1.944 2.147 1.183
H -2.190 1.337 2.672
H 2.403 0.902 0.366
H 1.641 1.343 -1.948
H 3.385 -0.166 -0.444
H 2.525 -1.910 -1.493


Record 3
31
Properties=species:S:1:pos:R:3 method="wB97M-V/def2-TZVPD" total_charge=+1 e_tot_ev=-19980.601 molar_mass_g_mol=214.3 homo_lumo_gap_ev="5.7 / 6.9" e_homo_ev="-11.1 / -11.5" lumo_ev="-5.432 / -4.673" relative_energy_kcal_mol=140.48
C -2.002 0.300 -0.990
C -0.486 -1.967 0.010
C -0.135 -0.478 0.050
C -0.407 -2.793 1.299
C -0.002 1.350 1.724
C 3.162 1.299 -1.244
C -0.858 0.221 1.154
N -2.459 -1.082 -0.913
N -1.815 -1.950 -0.454
N -3.061 1.029 1.064
N -2.051 0.676 0.441
N -0.499 0.107 -1.146
N -2.711 1.079 -1.832
N 2.548 -0.452 0.035
O 2.684 -0.016 -1.167
H 0.078 -2.469 -0.782
H 0.538 -2.893 1.909
H -0.937 -3.792 1.094
H -1.052 -2.447 2.035
H -0.375 1.783 2.698
H 0.075 2.085 1.035
H 1.000 0.889 1.905
H 4.232 1.317 -1.737
H 3.245 1.718 -0.233
H 2.486 1.781 -1.796
H -1.174 -0.410 1.924
H -3.930 1.250 0.456
H -0.251 -0.375 -2.038
H -3.000 0.855 -2.693
H -2.386 2.115 -1.737
H 2.374 -1.528 -0.022


Record 4
25
Properties=species:S:1:pos:R:3 method="wB97M-V/def2-TZVPD" total_charge=+1 e_tot_ev=-11046.724 molar_mass_g_mol=130.2 homo_lumo_gap_ev=11.4 e_homo_ev=-14.3 lumo_ev=-2.878 relative_energy_kcal_mol=72.02
C -0.148 1.995 0.379
C -0.275 0.517 0.716
N 0.883 -0.296 0.143
C 1.088 -0.281 -1.344
C 2.236 0.004 0.809
C -1.619 -0.219 0.252
C -1.743 -1.529 0.758
C -2.233 0.153 -1.031
O -2.866 0.443 0.177
H -0.258 2.049 -0.733
H 0.858 2.364 0.622
H -0.954 2.447 0.815
H -0.176 0.421 1.783
H 0.496 -1.131 0.433
H 1.446 0.678 -1.599
H 1.693 -1.188 -1.707
H 0.057 -0.503 -1.766
H 2.776 -0.947 0.582
H 2.852 0.680 0.098
H 2.280 0.241 1.941
H -1.020 -2.276 0.304
H -2.759 -1.918 0.358
H -1.536 -1.746 1.822
H -1.995 0.952 -1.620
H -2.713 -0.614 -1.615


Record 5
26
Properties=species:S:1:pos:R:3 method="wB97M-V/def2-TZVPD" total_charge=+1 e_tot_ev=-13095.711 molar_mass_g_mol=146.2 homo_lumo_gap_ev=11.1 e_homo_ev=-14.2 lumo_ev=-3.117 relative_energy_kcal_mol=16.78
C -1.817 1.819 2.415
C -1.938 0.693 1.353
O -0.642 0.244 0.905
C -0.087 1.161 0.032
N 0.709 0.401 -0.993
C 1.961 -0.180 -0.401
C 2.122 -1.724 -0.511
O 1.404 -2.338 -1.559
C 0.030 -2.034 -1.309
C -0.172 -0.566 -1.720
H -2.593 1.679 3.172
H -0.831 1.818 2.895
H -1.935 2.792 1.923
H -2.409 -0.193 1.789
H -2.546 1.027 0.499
H -0.827 1.795 -0.480
H 0.610 1.835 0.550
H 0.983 1.108 -1.671
H 2.847 0.333 -0.791
H 1.948 0.058 0.670
H 3.184 -1.918 -0.708
H 1.915 -2.226 0.447
H -0.648 -2.714 -1.825
H -0.132 -2.101 -0.220
H 0.094 -0.495 -2.786
H -1.228 -0.273 -1.676


Record 6
26
Properties=species:S:1:pos:R:3 method="wB97M-V/def2-TZVPD" total_charge=+1 e_tot_ev=-13093.664 molar_mass_g_mol=146.2 homo_lumo_gap_ev=9.6 e_homo_ev=-13.5 lumo_ev=-3.882 relative_energy_kcal_mol=63.98
C 2.027 -1.090 0.331
C -0.474 -1.963 -0.952
C -1.639 -1.016 1.113
C 2.050 2.141 0.293
C -2.306 1.073 -0.680
C 0.979 -0.060 0.601
C -0.812 -0.741 -0.187
N 1.401 0.976 -0.394
O 2.690 -1.109 -0.716
O -1.142 0.314 -1.015
H 2.156 -1.792 1.162
H 0.287 -2.045 -1.706
H -0.415 -2.748 -0.227
H -1.454 -1.911 -1.411
H -1.080 -1.647 1.860
H -2.663 -1.476 1.112
H -1.710 -0.024 1.493
H 1.716 2.141 1.321
H 3.112 2.020 0.349
H 1.875 3.073 -0.170
H -2.601 1.700 -1.486
H -2.115 1.893 0.015
H -3.280 0.475 -0.378
H 0.672 0.165 1.530
H 0.619 1.347 -0.867
H 2.105 0.304 -0.991


Record 7
24
Properties=species:S:1:pos:R:3 method="wB97M-V/def2-TZVPD" total_charge=0 e_tot_ev=-9565.137 molar_mass_g_mol=116.2 homo_lumo_gap_ev=9.0 e_homo_ev=-8.3 lumo_ev=0.692 relative_energy_kcal_mol=26.14
C 1.716 -0.242 2.627
C 1.428 -1.227 1.482
C 0.346 -0.777 0.489
C -0.952 -1.607 0.583
C 0.634 0.243 -0.430
C -0.503 0.703 -1.338
C 1.932 0.960 -0.607
H 0.925 -0.386 3.382
H 1.681 0.803 2.276
H 2.694 -0.420 3.104
H 2.408 -1.375 0.987
H 1.131 -2.192 1.935
H -0.795 -2.645 0.244
H -1.749 -1.153 -0.029
H -1.284 -1.628 1.635
H -1.480 0.603 -0.834
H -0.491 0.037 -2.217
H -0.390 1.744 -1.683
H 2.070 1.519 -1.547
H 2.728 0.200 -0.529
H 2.032 1.662 0.238
O -4.708 1.870 -3.630
H -4.039 1.260 -3.245
H -5.334 2.049 -2.893


Record 8
25
Properties=species:S:1:pos:R:3 method="wB97M-V/def2-TZVPD" total_charge=0 e_tot_ev=-11612.684 molar_mass_g_mol=132.2 homo_lumo_gap_ev=9.9 e_homo_ev=-9.3 lumo_ev=0.509 relative_energy_kcal_mol=36.14
C 0.184 1.470 2.153
C 0.744 0.077 1.875
C 2.037 0.123 1.060
C -0.284 -0.829 1.252
O -1.487 -0.716 1.432
H 0.891 2.055 2.740
H 0.002 2.002 1.221
H -0.754 1.397 2.702
H 0.968 -0.407 2.839
H 2.405 -0.882 0.855
H 1.879 0.640 0.117
H 2.807 0.658 1.613
H 0.135 -1.726 0.761
C 0.554 0.039 -2.327
C -0.747 0.287 -1.580
C -1.693 -1.044 -1.648
O -2.815 -0.962 -0.861
H 0.354 -0.276 -3.350
H 1.135 -0.747 -1.844
H 1.159 0.945 -2.370
H -0.565 0.725 -0.600
H -1.347 1.042 -2.091
H -1.999 -1.152 -2.692
H -1.053 -1.895 -1.374
H -2.509 -0.826 0.115